The following is a quantum chemistry calculation of the molecule C4H5NO2 at a distorted geometry, from the OMol25 dataset.

Geometry as XYZ:
```
12
Properties=species:S:1:pos:R:3:forces:R:3
C -1.8272 -0.6645 0.6695 -0.77 0.35 2.47
N -1.0368 -1.2161 1.5318 -0.21 0.20 -1.82
O 0.2864 -1.0278 0.9728 -1.35 1.27 -0.03
C 0.1182 -0.0017 -0.0562 -2.30 -3.75 1.45
C 0.8978 1.1427 -0.1139 2.22 2.67 1.00
C 1.1054 -0.0786 -1.0894 2.12 -1.17 0.93
O -1.2734 0.1061 -0.2897 -0.42 -0.81 -0.19
H -2.9451 -0.5926 0.8997 1.84 -0.20 -0.81
H 0.3782 2.1119 -0.3885 0.98 -1.38 0.00
H 1.6030 1.1772 0.7623 -0.51 0.37 -1.25
H 1.9189 -0.8868 -0.8080 -1.50 2.11 -0.77
H 0.7747 -0.0697 -2.0904 -0.10 0.35 -0.98
```
Forces are in eV/Å.

Values from the calculation:
HOMO, eV: -9.068
Frontier orbital gap, eV: 10.1
Energy, Eh: -360.51746
SMILES: C1=NOC2(CC2)O1
Relative energy (zero: lowest compared OMol25 entry of this formula, charge and spin), kJ/mol: 399.0
E_LUMO, eV: 1.0

Atom charges from the Mulliken analysis, given in e for atoms 1 to 6:
1 C -0.01
2 N -0.29
3 O -0.25
4 C 1.29
5 C -0.84
6 C -0.88



The following is a quantum chemistry calculation of a structure of composition C31H47N3O4PPdSe, from the OMol25 dataset.

Geometry as XYZ:
```
88
Properties=species:S:1:pos:R:3:forces:R:3
Pd -0.6579 0.6425 -1.1143 -0.46 -0.52 -0.26
O -2.2694 -0.1647 -0.0237 0.34 -0.15 0.11
C -3.1552 0.3852 0.6646 0.01 0.16 -0.08
C -3.3550 1.7560 0.9457 -0.12 -0.21 0.05
C -4.5348 2.0709 1.6544 -0.01 -0.18 0.07
C -4.8487 3.3634 1.9015 -0.22 0.25 0.14
C -4.0176 4.4191 1.4603 0.04 0.00 -0.01
C -2.8626 4.1439 0.7947 0.01 0.08 0.02
C -2.4604 2.7959 0.5168 0.36 -0.26 -0.07
O -1.3536 2.5401 -0.0486 -0.37 0.61 -0.12
N -6.1001 3.6714 2.6113 -0.06 0.01 -0.24
O -6.7385 2.7432 3.0697 0.13 0.00 0.01
O -6.4380 4.8367 2.6657 0.12 0.00 0.07
H -3.9087 -0.2877 1.0966 0.00 -0.05 -0.05
H -5.2001 1.2876 1.9977 0.02 0.02 -0.03
H -4.3172 5.4373 1.6702 0.01 -0.03 -0.01
H -2.1991 4.9349 0.4673 -0.05 -0.02 0.02
C 3.1001 1.9169 -4.0538 0.08 0.00 -0.02
C 2.3805 0.9300 -3.1289 0.07 -0.14 -0.01
C 2.6288 -0.5016 -3.6233 0.09 0.07 -0.06
P 0.5917 1.2843 -2.9092 0.05 0.48 0.87
C 0.4254 3.1087 -2.9838 -0.15 0.07 0.11
C -1.0396 3.5766 -3.0102 0.04 0.01 -0.08
C 1.1629 3.7169 -1.7834 0.10 0.01 0.00
C -0.3193 0.5047 -4.2912 -0.19 -0.06 -0.05
C -0.3644 1.3318 -5.5803 0.04 -0.09 -0.05
C -1.7272 0.1033 -3.8226 -0.01 0.18 -0.06
H 4.1471 1.6150 -4.1351 -0.05 0.02 0.00
H 3.0831 2.9399 -3.6837 0.00 -0.02 -0.01
H 2.6821 1.9046 -5.0627 0.02 -0.01 0.05
H 2.7854 1.0366 -2.1191 0.02 -0.04 0.05
H 2.5064 -0.5574 -4.7078 0.00 0.02 0.05
H 1.9660 -1.2430 -3.1844 -0.08 -0.05 0.12
H 3.6563 -0.7935 -3.3988 -0.03 0.02 -0.01
H 0.9165 3.4237 -3.9064 -0.01 0.05 -0.06
H -1.6613 3.0480 -2.2900 0.05 -0.01 0.05
H -1.4859 3.4815 -3.9974 0.00 -0.02 -0.03
H -1.0810 4.6315 -2.7315 0.03 -0.03 -0.06
H 0.6991 3.4045 -0.8486 -0.04 0.00 0.00
H 1.0954 4.8056 -1.8393 0.02 -0.05 -0.02
H 2.2227 3.4530 -1.7579 -0.06 0.00 0.01
H 0.2410 -0.4101 -4.4898 -0.01 -0.06 0.00
H -1.1310 2.1017 -5.5301 0.00 0.03 0.02
H -0.6144 0.6741 -6.4149 -0.02 0.03 0.02
H 0.5837 1.8139 -5.8178 0.01 -0.04 0.02
H -2.3169 0.9772 -3.5343 0.00 0.00 -0.04
H -1.6962 -0.5966 -2.9804 0.02 -0.09 0.06
H -2.2685 -0.3964 -4.6292 0.03 -0.01 0.05
C 0.5826 0.7832 4.7469 0.02 0.01 0.02
C 0.6037 -0.7442 4.7685 -0.02 0.11 -0.03
C -0.7662 -1.3644 4.5025 0.03 -0.02 -0.04
C -1.2288 -1.2460 3.0531 0.20 -0.17 -0.10
N -0.3546 -1.9996 2.1368 -0.35 0.02 0.26
C 0.5194 -1.5018 1.2452 -0.18 0.10 0.28
Se 0.7825 0.3356 0.9334 0.35 -0.10 -0.59
N 1.1526 -2.5257 0.6612 -0.02 -0.29 -0.40
C 2.1421 -2.4124 -0.4085 0.12 -0.16 0.28
C 3.5220 -1.9689 0.0546 0.04 -0.05 0.08
C 4.1880 -2.8727 1.0972 -0.07 0.01 0.04
C 3.6346 -2.7352 2.5210 0.01 0.03 -0.05
C 0.6335 -3.7273 1.1420 0.37 0.08 -0.16
C 0.9421 -5.0525 0.8511 0.00 -0.03 -0.01
C 0.2316 -6.0177 1.5370 -0.07 0.02 0.07
C -0.7510 -5.6749 2.4839 0.07 -0.02 -0.06
C -1.0381 -4.3574 2.7807 -0.04 -0.07 0.02
C -0.3137 -3.3916 2.0897 -0.21 0.31 0.18
H 1.5660 1.1921 4.9855 -0.04 -0.02 -0.01
H -0.1251 1.1702 5.4851 0.04 -0.03 -0.02
H 0.2948 1.1802 3.7707 0.00 -0.03 0.03
H 0.9532 -1.0854 5.7443 0.00 0.00 0.00
H 1.3305 -1.1252 4.0408 -0.02 0.02 0.03
H -1.5185 -0.8695 5.1230 0.00 -0.03 0.00
H -0.7622 -2.4176 4.7925 0.00 0.02 0.01
H -1.2293 -0.2132 2.7178 0.03 0.07 -0.05
H -2.2361 -1.6436 2.9280 -0.03 -0.03 0.00
H 1.7366 -1.7219 -1.1344 -0.08 0.23 -0.21
H 2.2061 -3.3952 -0.8737 -0.04 -0.01 -0.03
H 3.4698 -0.9462 0.4350 -0.02 -0.01 -0.02
H 4.1380 -1.9408 -0.8485 0.04 0.02 0.02
H 5.2490 -2.6193 1.1165 0.01 -0.01 -0.01
H 4.1322 -3.9175 0.7705 0.02 0.03 0.02
H 3.5076 -1.6812 2.7872 0.03 -0.04 -0.02
H 4.3210 -3.1751 3.2453 -0.01 0.00 -0.04
H 2.6735 -3.2355 2.6529 0.04 0.03 -0.01
H 1.7040 -5.3232 0.1310 -0.06 0.01 0.04
H 0.4379 -7.0627 1.3434 -0.02 0.05 0.02
H -1.2914 -6.4617 2.9945 0.04 0.02 -0.03
H -1.7916 -4.0954 3.5125 0.05 -0.02 -0.04
```
Forces are in eV/Å.

Values from the calculation:
HOMO (spin up / spin down), eV: -10.668 / -10.667
Frontier orbital gap (spin up / spin down), eV: 6.1 / 6.0
Total charge: +1
Energy, Eh: -4545.09307
Relative energy (zero: lowest compared OMol25 entry of this formula, charge and spin), kJ/mol: 32.5
E_LUMO (spin up / spin down), eV: -4.5 / -4.6

Atom charges from the Mulliken analysis, given in e for atoms 1 to 6:
1 Pd 0.45
2 O -0.66
3 C -0.39
4 C 0.67
5 C -0.42
6 C -0.55



Q: Number 1 is which compound?
A: C4H5NO2